(1)
{"formula": "C20H48F6O10Y", "method": "ωB97M-V/def2-TZVPD", "de_lowest_kcal_mol": 0.0, "total_charge": 1, "homo_lumo_gap_ha": 0.222, "total_energy_ev": -59334.468, "elements": ["Y", "C", "O", "O", "C", "F", "F", "F", "C", "C", "H", "H", "H", "H", "H", "H", "C", "O", "O", "C", "F", "F", "F", "C", "C", "H", "H", "H", "H", "H", "H", "C", "C", "O", "H", "H", "H", "H", "H", "H", "C", "C", "O", "H", "H", "H", "H", "H", "H", "C", "C", "O", "H", "H", "H", "H", "H", "H", "C", "C", "O", "H", "H", "H", "H", "H", "H", "C", "C", "O", "H", "H", "H", "H", "H", "H", "C", "C", "O", "H", "H", "H", "H", "H", "H"], "positions_angstrom": [[-16.6511, -11.3584, -20.3585], [-20.1184, -10.6660, -21.0453], [-20.0692, -11.1441, -22.3770], [-18.9352, -10.9407, -20.4118], [-20.4492, -9.1652, -21.0766], [-20.8900, -8.7390, -19.8892], [-19.3750, -8.4372, -21.4166], [-21.4130, -8.9395, -21.9754], [-21.0487, -12.1255, -22.6611], [-20.9888, -12.3753, -24.1540], [-21.6279, -13.1576, -24.5565], [-21.2467, -11.4546, -24.6843], [-19.9505, -12.5797, -24.4285], [-22.0712, -11.8394, -22.4016], [-20.8387, -13.0881, -22.1756], [-20.8785, -11.2069, -20.4731], [-16.3597, -8.3114, -18.5463], [-15.8709, -7.3587, -19.4389], [-16.1265, -9.5609, -19.0463], [-15.7759, -8.0098, -17.1406], [-16.6298, -7.2550, -16.4771], [-15.5053, -9.1118, -16.4401], [-14.6284, -7.3305, -17.1932], [-16.7542, -6.2927, -19.7958], [-16.1197, -5.4782, -20.9079], [-16.7192, -4.5982, -21.1278], [-15.1046, -5.1502, -20.6838], [-15.9987, -6.1198, -21.7847], [-16.9594, -5.6633, -18.9219], [-17.7414, -6.6600, -20.0978], [-17.4406, -8.1518, -18.4384], [-19.1187, -5.1326, -15.6220], [-20.1526, -4.8731, -16.7136], [-19.9804, -3.5268, -17.1847], [-19.1589, -4.2838, -14.9257], [-18.1086, -4.9548, -15.9940], [-19.2972, -6.0421, -15.0508], [-21.1670, -5.0737, -16.3600], [-19.9768, -5.5073, -17.5835], [-20.2532, -2.9576, -16.4570], [-12.2502, -6.5396, -20.7675], [-12.4197, -8.0048, -20.4399], [-13.6866, -8.4923, -20.8196], [-11.2246, -6.2187, -20.5721], [-12.9046, -5.9871, -20.0900], [-12.4954, -6.2695, -21.7946], [-12.2520, -8.1577, -19.3623], [-11.6196, -8.6209, -20.8634], [-14.3953, -8.1075, -20.2706], [-14.2309, -11.8660, -16.5823], [-13.8275, -11.8585, -18.0611], [-14.9077, -12.3630, -18.8665], [-13.5931, -11.2836, -15.9212], [-14.2455, -12.8539, -16.1152], [-15.2379, -11.4432, -16.6084], [-12.9415, -12.4844, -18.2012], [-13.5080, -10.8504, -18.3128], [-14.9694, -13.2993, -18.6196], [-13.5590, -1.4274, -22.9964], [-14.8747, -1.9437, -22.4492], [-15.5234, -2.7378, -23.4377], [-12.8969, -0.9355, -22.2851], [-13.7873, -0.7603, -23.8331], [-12.9968, -2.2495, -23.4456], [-15.5572, -1.1427, -22.1514], [-14.6840, -2.5801, -21.5860], [-16.0528, -2.2088, -24.0368], [-14.7039, -8.2043, -25.6374], [-14.4379, -7.6035, -24.2500], [-15.1722, -8.3801, -23.3044], [-14.5239, -7.4718, -26.4257], [-15.7575, -8.4580, -25.7685], [-14.1169, -9.1144, -25.7493], [-14.7694, -6.5622, -24.2735], [-13.3598, -7.6209, -24.0825], [-14.6565, -8.3817, -22.4786], [-12.7654, -3.6807, -18.1848], [-12.4798, -2.8968, -19.4522], [-13.5304, -1.9038, -19.5299], [-11.8617, -4.2687, -17.9741], [-13.6173, -4.3549, -18.2726], [-12.9346, -3.0448, -17.3191], [-12.5320, -3.5205, -20.3503], [-11.4761, -2.4672, -19.4308], [-13.1093, -1.0413, -19.5976]], "lowdin_charge": [2.006, -0.411, -0.085, -0.299, -0.569, 0.158, 0.149, 0.167, -0.272, -0.070, 0.081, 0.084, 0.075, 0.128, 0.121, 0.163, -0.393, -0.114, -0.266, -0.575, 0.173, 0.147, 0.160, -0.208, -0.034, 0.090, 0.064, 0.074, 0.127, 0.119, 0.163, -0.097, -0.311, -0.088, 0.072, 0.064, 0.074, 0.108, 0.099, 0.079, -0.072, -0.307, -0.114, 0.086, 0.051, 0.079, 0.113, 0.114, 0.051, -0.061, -0.251, -0.191, 0.093, 0.083, 0.067, 0.126, 0.118, 0.119, -0.088, -0.321, -0.091, 0.063, 0.074, 0.075, 0.118, 0.077, 0.079, -0.088, -0.314, -0.114, 0.074, 0.072, 0.069, 0.107, 0.109, 0.025, -0.092, -0.294, -0.099, 0.076, 0.059, 0.077, 0.092, 0.115, 0.083]}



(2)
{"formula": "C2H4INS", "method": "ωB97M-V/def2-TZVPD", "smiles": "CNC(=S)I", "de_lowest_kcal_mol": 4.5, "homo_lumo_gap_ha": 0.331, "total_energy_ev": -22564.110, "elements": ["C", "N", "C", "S", "I", "H", "H", "H", "H"], "positions_angstrom": [[-0.2216, 0.1703, 0.0533], [1.1987, -0.1277, -0.0063], [2.2733, 0.7381, -0.0543], [2.0824, 2.3056, 0.0791], [4.0758, -0.3562, -0.0438], [-0.7285, -0.0797, 0.9452], [-0.2696, 1.2233, 0.0247], [-0.6028, -0.3617, -0.8518], [1.3348, -1.0834, 0.3132]], "lowdin_charge": [-0.097, -0.219, -1.394, 0.632, 0.794, 0.072, 0.018, 0.107, 0.087]}



(3)
{"formula": "C4H4BeLiO5", "method": "ωB97M-V/def2-TZVPD", "de_lowest_kcal_mol": 0.0, "total_charge": 1, "homo_lumo_gap_ha": 0.200, "total_energy_ev": -15047.911, "elements": ["O", "C", "C", "O", "O", "C", "H", "H", "H", "H", "O", "C", "O", "Li", "Be"], "positions_angstrom": [[-0.4774, 1.4500, -0.7298], [-1.0933, 1.3718, 0.3903], [-0.0152, -0.5577, -0.9599], [-1.0015, 2.1700, 1.3253], [-1.6697, 0.1813, 0.6253], [-1.4267, -0.7910, -0.3945], [0.3285, -1.5301, -1.3363], [0.1528, -0.0981, -1.9373], [-1.5064, -1.7648, 0.1006], [-2.1807, -0.7088, -1.1860], [1.9737, -1.6340, 0.7715], [1.2719, -0.6101, 0.5095], [1.7831, 0.5345, 0.8724], [1.0094, 2.3026, 0.8476], [2.8515, -0.3155, 1.1015]], "lowdin_charge": [-0.074, -0.777, 0.006, -0.004, 0.030, -0.123, 0.094, 0.122, 0.141, 0.152, 0.154, -0.247, -0.037, 0.815, 0.749]}



(4)
{"formula": "C3H3N5", "method": "ωB97M-V/def2-TZVPD", "smiles": "[H]/N=c1/ncncnn1", "de_lowest_kcal_mol": 54.2, "homo_lumo_gap_ha": 0.311, "total_energy_ev": -10606.515, "elements": ["H", "N", "C", "N", "C", "N", "C", "N", "N", "H", "H"], "positions_angstrom": [[-1.4042, 1.9406, 1.7192], [-1.0851, 1.9122, 0.6843], [-0.9222, 0.7502, 0.3014], [-0.9256, 0.3397, -1.0070], [0.0805, -0.2632, -1.5579], [1.3207, -0.5200, -0.9929], [1.3043, -0.8326, 0.2609], [0.2277, -1.0081, 1.1720], [-0.8413, -0.3097, 1.1781], [0.0238, -0.8586, -2.4727], [2.2212, -1.1505, 0.7144]], "lowdin_charge": [0.104, 0.168, -0.623, 0.164, -0.173, 0.104, -0.159, 0.077, 0.116, 0.121, 0.102]}



(5)
{"formula": "C12H16N2O4PdS2", "method": "ωB97M-V/def2-TZVPD", "de_lowest_kcal_mol": 0.0, "total_charge": -2, "homo_lumo_gap_ha": 0.213, "total_energy_ev": -49026.138, "elements": ["Pd", "N", "C", "C", "C", "O", "O", "H", "H", "H", "H", "H", "H", "O", "C", "N", "C", "C", "C", "C", "C", "C", "H", "H", "H", "H", "H", "H", "H", "C", "O", "C", "S", "S", "H", "H", "H"], "positions_angstrom": [[-0.1655, -2.4530, -0.3028], [-0.5034, -0.3457, -1.3419], [-1.7156, -0.0287, -2.1211], [-2.9628, -0.7830, -1.6470], [-3.1553, -2.0906, -2.4509], [-4.0186, -2.0514, -3.3630], [-2.3923, -3.0321, -2.1461], [-0.5107, 0.1668, -0.4688], [0.3292, -0.0792, -1.8510], [-1.5151, -0.2860, -3.1641], [-1.9073, 1.0538, -2.0926], [-3.8413, -0.1511, -1.7917], [-2.8541, -1.0093, -0.5827], [1.3878, -4.9199, -0.8503], [0.9203, -3.8731, -0.6749], [2.8919, -0.8818, -0.3859], [2.8374, 0.3567, 0.1936], [3.7422, 1.3722, -0.1468], [3.6916, 2.6063, 0.4836], [2.7447, 2.8662, 1.4637], [1.8437, 1.8592, 1.8051], [1.8811, 0.6235, 1.1881], [3.4617, -1.0013, -1.2044], [2.0643, -1.4792, -0.3476], [4.4856, 1.1813, -0.9139], [4.4023, 3.3748, 0.1989], [2.7058, 3.8314, 1.9529], [1.0976, 2.0367, 2.5701], [1.1802, -0.1586, 1.4633], [-2.2433, 1.4196, 1.6800], [-1.6951, 0.1427, 1.4038], [-1.6811, -0.8056, 2.3946], [-2.2101, -0.3791, 3.9381], [-1.1536, -2.3242, 1.9039], [-2.1013, 1.9982, 0.7657], [-1.7362, 1.8959, 2.5200], [-3.3046, 1.3474, 1.9219]], "lowdin_charge": [0.315, -0.042, -0.259, -0.143, -0.764, -0.116, -0.099, 0.032, 0.061, 0.111, 0.090, 0.091, 0.081, -0.040, -0.408, 0.104, -0.340, -0.069, -0.137, -0.140, -0.095, -0.034, 0.082, 0.006, 0.093, 0.085, 0.080, 0.099, 0.091, -0.169, -0.333, -1.380, 0.431, 0.517, 0.082, 0.046, 0.070]}



(6)
{"formula": "C2H2N2O2S", "method": "ωB97M-V/def2-TZVPD", "de_lowest_kcal_mol": 59.5, "homo_lumo_gap_ha": [0.326, 0.326], "total_energy_ev": -20013.769, "elements": ["C", "C", "N", "N", "O", "O", "S", "H", "H"], "positions_angstrom": [[0.6776, -0.5566, -1.1160], [-0.2960, 0.3014, -0.4610], [1.3330, -1.3844, -0.3505], [-0.4032, -0.1658, 0.8606], [-0.9194, 1.2616, -0.7774], [-1.0918, 0.6625, 1.6802], [1.0083, -1.1727, 1.1778], [1.0603, -0.3806, -2.0297], [-1.3688, 1.4346, 1.0160]], "lowdin_charge": [-0.137, -0.522, -0.319, -0.351, 0.081, -0.034, 1.036, 0.083, 0.162]}